1.
Computed, not measured: a 2-piece molecular cluster, C4H12 overall at a distorted geometry, with wB97M-V/def2-TZVPD.

The geometry in XYZ format:
```
16
Properties=species:S:1:pos:R:3:forces:R:3:mulliken_spin:R:1
C -1.473 -0.448 0.834 -1.1 0.4 3.0 0.082
C -1.646 -1.800 1.551 1.1 0.6 0.5 0.095
H -1.310 0.394 1.598 -0.3 -1.1 -1.1 0.011
H -0.741 -0.409 0.078 1.1 -0.2 -1.2 0.032
H -2.389 -0.082 0.265 0.2 -0.4 0.2 0.128
H -0.917 -2.554 1.072 -1.0 0.8 0.7 0.043
H -2.639 -2.338 1.423 0.6 0.5 0.2 0.086
H -1.478 -1.637 2.707 -0.5 -0.6 -2.2 0.021
C 1.197 1.695 -1.304 -0.5 1.0 3.2 0.084
C 1.963 0.418 -1.125 0.7 2.8 1.5 0.096
H 0.187 1.785 -0.817 1.0 -0.5 -0.3 -0.001
H 1.813 2.635 -0.855 -1.0 -1.6 -0.9 0.098
H 1.031 2.072 -2.281 0.4 0.4 -1.8 0.073
H 3.041 0.768 -1.135 -1.0 -1.4 -0.1 0.007
H 1.617 -0.136 -0.204 0.4 0.4 -0.1 0.064
H 1.745 -0.364 -1.807 0.0 -1.1 -1.4 0.081
```
Forces are in eV/Å.

For the frontier orbital gap (spin up / spin down), the calculation gives 14.081 / 3.087 eV. The energy above the lowest of the compared OMol25 structures with the same formula, charge and spin comes out at 32.7 kcal per mole. The value obtained for the HOMO energy (spin up / spin down) is -0.62184 / -0.54225 Ha. Its net charge is +1. As for the spin multiplicity: 2. The value obtained for the energy is -4329.814 eV. As for the strongest force on any atom: 3.4 eV/A.

---

2.
Computed, not measured: a 2-piece molecular cluster, C4H12 overall at a distorted geometry, with wB97M-V/def2-TZVPD.

The geometry in XYZ format:
```
16
Properties=species:S:1:pos:R:3:forces:R:3:mulliken_spin:R:1
C -1.170 -0.978 -2.425 0.7 1.7 0.7 0.140
C -0.363 0.037 -1.704 -0.1 -0.1 -1.8 0.158
H -1.745 -0.539 -3.274 0.1 -0.2 -0.2 0.099
H -0.591 -1.860 -2.651 -0.6 -0.4 0.0 -0.008
H -2.120 -1.039 -1.824 -0.2 -0.5 0.1 0.149
H -0.131 -0.190 -0.630 0.4 -0.1 0.8 0.132
H -0.678 1.078 -1.770 -0.5 -0.1 0.4 0.010
H 0.684 -0.048 -2.060 0.3 -0.2 0.3 0.089
C 0.630 -0.321 1.907 -0.3 2.1 0.8 0.086
C 0.857 1.196 2.166 0.6 -1.1 -0.9 0.020
H 0.706 -0.701 0.879 -0.1 0.0 -0.6 0.051
H 1.491 -0.774 2.402 -0.4 -0.7 0.1 0.031
H -0.392 -0.478 2.263 0.3 -0.9 0.0 0.009
H 0.128 1.839 1.682 -0.2 0.0 0.0 0.007
H 0.827 1.372 3.240 0.0 0.1 0.0 0.020
H 1.866 1.407 1.798 -0.1 0.4 0.2 0.008
```
Forces are in eV/Å.

For the frontier orbital gap (spin up / spin down), the calculation gives 12.783 / 4.098 eV. The energy above the lowest of the compared OMol25 structures with the same formula, charge and spin comes out at 12.4 kcal per mole. The value obtained for the HOMO energy (spin up / spin down) is -0.58402 / -0.55777 Ha. Its net charge is +1. As for the spin multiplicity: 2. The value obtained for the energy is -4330.694 eV. As for the strongest force on any atom: 2.3 eV/A.

---

3.
Computed, not measured: a 2-piece molecular cluster, C4H12 overall at a distorted geometry, with wB97M-V/def2-TZVPD.

The geometry in XYZ format:
```
16
Properties=species:S:1:pos:R:3:forces:R:3:mulliken_spin:R:1
C -0.438 0.496 -2.099 -0.4 1.7 0.7 0.051
C -0.626 1.656 -1.103 -1.3 -3.2 -0.8 0.084
H -1.377 0.114 -2.392 -1.1 -1.0 0.1 -0.003
H -0.004 0.814 -3.055 0.7 0.1 0.2 0.045
H 0.197 -0.278 -1.661 0.4 -0.5 -0.2 0.058
H -1.593 2.127 -1.236 -0.4 0.3 0.2 0.038
H -0.705 1.176 -0.058 0.2 0.7 -0.5 0.082
H 0.148 2.310 -1.236 2.0 1.9 0.5 -0.005
C 0.499 -0.549 2.184 -0.8 -2.4 -0.8 0.134
C 0.592 -1.518 1.012 1.9 1.5 -0.1 0.097
H -0.480 -0.519 2.660 -0.4 -0.6 0.1 0.036
H 1.150 -0.709 3.089 0.1 0.1 -0.2 0.122
H 0.789 0.414 1.899 1.3 2.0 -0.8 0.082
H 0.951 -2.522 1.402 -0.2 0.2 0.0 0.139
H 1.184 -1.274 0.087 0.5 0.2 1.6 0.002
H -0.287 -1.739 0.506 -2.6 -1.0 -0.2 0.038
```
Forces are in eV/Å.

For the frontier orbital gap (spin up / spin down), the calculation gives 13.930 / 3.837 eV. The energy above the lowest of the compared OMol25 structures with the same formula, charge and spin comes out at 26.6 kcal per mole. The value obtained for the HOMO energy (spin up / spin down) is -0.61942 / -0.57504 Ha. Its net charge is +1. As for the spin multiplicity: 2. The value obtained for the energy is -4330.076 eV. As for the strongest force on any atom: 3.5 eV/A.

---

4.
Computed, not measured: a 2-piece molecular cluster, C4H12 overall at a distorted geometry, with wB97M-V/def2-TZVPD.

The geometry in XYZ format:
```
16
Properties=species:S:1:pos:R:3:forces:R:3:mulliken_spin:R:1
C -2.292 -0.223 1.752 0.5 -0.4 0.3 0.084
C -2.066 -0.946 0.473 0.1 0.6 -0.3 0.070
H -3.316 0.165 1.760 0.0 0.1 0.2 0.043
H -2.012 -0.856 2.604 -0.3 0.1 0.0 0.019
H -1.655 0.675 1.904 -0.2 0.1 -0.1 0.066
H -2.325 -0.290 -0.360 -0.2 -0.2 -0.2 0.017
H -2.651 -1.878 0.335 0.2 0.0 -0.1 0.073
H -1.018 -1.310 0.397 0.1 -0.2 0.1 0.066
C 1.517 0.874 -0.854 0.9 -0.3 -0.9 0.131
C 2.782 0.304 -1.393 -0.3 0.4 0.0 0.081
H 1.721 1.545 -0.006 -0.4 -0.1 0.2 0.053
H 0.950 1.268 -1.700 -0.3 0.3 0.5 0.009
H 0.848 0.084 -0.397 -0.3 0.0 0.2 0.116
H 3.630 1.009 -1.210 0.1 -0.1 0.1 0.102
H 3.155 -0.578 -0.840 0.1 0.0 0.1 0.074
H 2.732 0.159 -2.465 0.1 -0.3 0.0 -0.004
```
Forces are in eV/Å.

For the frontier orbital gap (spin up / spin down), the calculation gives 13.775 / 3.294 eV. The energy above the lowest of the compared OMol25 structures with the same formula, charge and spin comes out at 11.4 kcal per mole. The value obtained for the HOMO energy (spin up / spin down) is -0.61112 / -0.54374 Ha. Its net charge is +1. As for the spin multiplicity: 2. The value obtained for the energy is -4330.739 eV. As for the strongest force on any atom: 1.3 eV/A.

---

5.
Computed, not measured: a 2-piece molecular cluster, C4H12B2Br4ClNO2P overall at a distorted geometry, with wB97M-V/def2-TZVPD.

The geometry in XYZ format:
```
27
Properties=species:S:1:pos:R:3:forces:R:3:mulliken_charge:R:1
C 2.009 0.196 0.335 -1.3 -0.8 -0.4 -0.729
N 1.883 0.703 -1.116 1.9 0.9 0.9 -0.026
C 3.278 0.877 -1.680 1.3 0.1 -0.5 -0.767
B 1.211 2.061 -1.140 2.6 1.1 0.9 -0.975
O 2.093 3.236 -0.812 -0.9 -1.6 1.2 -0.542
B -0.347 2.407 -1.530 -0.4 0.7 0.9 1.808
Br -0.393 3.200 -3.414 0.0 -0.1 0.0 -0.377
Br -1.044 3.755 -0.166 0.6 0.8 0.1 -0.414
P -1.559 0.935 -1.539 -1.6 -2.0 -1.1 -0.120
O -0.914 -0.507 -0.812 1.0 0.3 -0.8 -0.480
Cl -3.153 1.516 -0.192 0.7 -1.1 -0.3 -0.337
H 2.004 -0.996 0.271 0.1 2.6 0.5 0.224
H 1.016 0.538 0.897 2.2 -0.9 -0.9 0.206
H 2.979 0.575 0.870 -1.8 -0.6 -0.9 0.271
H 3.287 1.633 -2.599 -0.1 -1.7 1.9 0.264
H 3.729 -0.159 -2.042 -1.0 2.0 0.7 0.239
H 4.038 1.327 -0.881 -1.5 -0.9 -1.6 0.193
H 2.153 3.358 0.181 -0.2 -0.2 -1.8 0.286
H -0.243 -0.938 -1.449 -1.5 1.4 1.3 0.298
Br -3.662 -3.721 4.004 0.0 0.1 0.0 -0.172
C -3.489 -2.818 2.284 -0.2 -0.1 -0.1 -0.569
C -2.159 -3.124 1.636 0.2 0.2 -0.2 -0.513
Br -0.718 -2.105 2.467 -0.1 -0.2 0.0 -0.118
H -3.648 -1.751 2.466 0.2 -0.3 -0.1 0.360
H -4.312 -3.205 1.676 0.2 0.1 0.1 0.347
H -2.159 -2.813 0.588 -0.1 0.1 0.2 0.242
H -1.879 -4.180 1.698 -0.2 0.2 0.1 0.400
```
Forces are in eV/Å.

For the frontier orbital gap, the calculation gives 6.706 eV. The value obtained for the HOMO energy is -0.15889 Ha. Its net charge is -1. The value obtained for the energy is -313266.285 eV. As for the strongest force on any atom: 3.0 eV/A.

---

6.
Computed, not measured: C4H12BCsO2S as an isolated structure at a distorted geometry, with wB97M-V/def2-TZVPD.

The geometry in XYZ format:
```
21
Properties=species:S:1:pos:R:3:forces:R:3:mulliken_charge:R:1
Cs -26.284 -25.966 -2.885 0.5 0.4 0.3 0.940
B -22.824 -23.483 -0.572 0.0 -0.1 -0.1 -0.122
H -23.110 -24.423 -0.128 -1.4 -4.0 2.1 -0.203
H -22.410 -22.823 0.175 1.7 2.6 2.8 -0.225
H -22.158 -23.761 -1.374 3.0 -0.8 -3.2 -0.163
H -23.680 -23.032 -1.048 -3.9 2.0 -1.9 -0.229
C -23.407 -20.299 -10.131 -0.9 -1.0 0.8 -0.585
C -24.596 -19.707 -9.401 -0.1 1.4 0.2 -0.698
C -25.237 -20.690 -8.453 -0.1 0.0 -0.5 -0.670
S -23.850 -21.505 -7.568 -2.4 -0.1 -0.9 1.060
O -24.164 -22.918 -7.381 0.7 1.0 -0.4 -0.661
O -23.529 -20.685 -6.435 0.5 -0.2 0.0 -0.612
C -22.707 -21.103 -8.924 0.8 1.5 -1.4 -0.685
H -22.851 -19.446 -10.518 0.7 -0.4 0.2 0.303
H -23.729 -20.862 -11.008 0.2 -0.6 0.3 0.303
H -25.394 -19.237 -9.976 0.1 -0.3 -0.6 0.375
H -24.144 -18.841 -8.917 -0.3 0.0 0.8 0.321
H -25.770 -21.408 -9.076 0.2 -0.5 0.2 0.361
H -26.019 -20.182 -7.889 0.5 -0.3 0.8 0.409
H -21.992 -21.861 -9.244 -0.4 -0.2 0.3 0.420
H -22.167 -20.282 -8.453 0.4 -0.3 0.2 0.358
```
Forces are in eV/Å.

For the frontier orbital gap, the calculation gives 5.403 eV. The energy above the lowest of the compared OMol25 structures with the same formula, charge and spin comes out at 82.1 kcal per mole. The value obtained for the HOMO energy is -0.24938 Ha. Its net charge is 0. The value obtained for the energy is -20491.740 eV. As for the strongest force on any atom: 4.8 eV/A.

---

| no. | molar mass (g/mol) |
| --- | --- |
| 1 | 60.1 |
| 2 | 60.1 |
| 3 | 60.1 |
| 4 | 60.1 |
| 5 | 513.8 |
| 6 | 267.9 |